# 1
ORCA calculation (ωB97M-V with the def2-TZVPD basis set) on a molecular structure, C38H26Cl2F3HfN4O4S2Sb in a non-equilibrium geometry.

Properties
Charge: 0
Energy above the lowest of the compared OMol25 structures with the same formula, charge and spin: 2.302 eV
2S+1: 1

Last column: Mulliken charge in e.
Atoms and positions in Å:
Hf1 0.5891 -0.9571 0.8562  0.86
N1 -1.1636 -1.8565 -0.2528  -0.49
C1 -1.6085 -1.1493 -1.4616  -0.59
C2 -0.6334 -0.0138 -1.7654  0.61
O1 -0.6956 0.5839 -2.8492  -0.60
O2 0.2746 0.2152 -0.8216  -0.70
H1 -0.9521 -2.8422 -0.4091  0.31
H2 -1.8845 -1.8219 0.4823  0.38
H3 -2.6456 -0.8219 -1.3612  0.32
H4 -1.5019 -1.7680 -2.3949  0.30
S1 0.6072 1.1204 2.1825  -0.51
C3 -0.7463 0.3839 3.0440  0.74
S2 -1.1144 -1.3789 2.8541  -0.47
C4 -1.5670 1.3403 3.7248  0.34
C5 -2.6471 0.9746 4.5737  -0.02
N2 -3.5239 0.9351 5.3054  -0.44
C6 -1.3077 2.7082 3.5942  -0.02
N3 -1.3145 3.8755 3.6159  -0.46
Cl1 0.2711 -6.0658 3.7246  -0.22
C7 1.4366 -7.0863 2.9585  0.13
C8 1.1031 -8.3064 2.4533  -0.40
C9 2.0796 -9.0763 1.7259  -0.50
C10 3.3204 -8.5788 1.4710  -0.59
C11 3.7541 -7.3720 2.0442  0.62
Cl2 5.4177 -6.9185 1.9212  -0.15
C12 2.7751 -6.4846 2.6778  0.05
N4 3.0062 -5.2655 3.2145  0.07
C13 4.1569 -4.4538 3.0533  -0.67
C14 5.1941 -4.5696 3.9812  -0.45
C15 6.4402 -3.9734 3.7090  -0.45
C16 6.5894 -3.2141 2.5906  -0.75
C17 5.5427 -3.0592 1.7261  -0.87
C18 4.3669 -3.7868 1.8573  1.27
C19 3.3704 -3.7341 0.7092  -0.80
C20 2.2912 -2.6985 0.8278  1.15
O3 2.1171 -1.8565 -0.1889  -0.52
O4 1.4424 -2.6927 1.7911  -0.37
H5 0.1067 -8.6807 2.4840  0.43
H6 1.8042 -10.0936 1.4077  0.34
H7 4.0080 -9.0676 0.8250  0.43
H8 2.1768 -4.8095 3.5273  0.20
H9 5.1092 -5.0972 4.8764  0.55
H10 7.2710 -4.0846 4.4371  0.35
H11 7.5530 -2.7737 2.4379  0.42
H12 5.7074 -2.5122 0.8360  0.47
H13 2.8915 -4.7396 0.6399  0.23
H14 3.9210 -3.4917 -0.2422  0.47
F1 -3.6459 8.4389 1.6395  -0.30
C21 -3.2234 7.3646 0.9135  0.40
C22 -4.1348 6.8212 0.0576  -0.58
C23 -3.9076 5.5308 -0.4513  -0.30
C24 -2.6049 5.0405 -0.5010  0.25
C25 -1.5981 5.6680 0.3166  -0.82
C26 -1.9588 6.7831 1.0640  -0.55
Sb1 -1.8422 3.2614 -1.6223  0.69
C27 -0.5531 4.0689 -3.3045  -0.07
C28 0.2337 3.2710 -4.1379  -0.05
C29 1.2067 3.8002 -4.9346  -0.65
C30 1.3805 5.2017 -4.9741  0.47
F2 2.3563 5.7905 -5.7090  -0.30
C31 0.6071 6.0089 -4.1691  -0.70
C32 -0.2278 5.4051 -3.2393  -0.26
C33 -3.6712 2.7323 -2.7257  0.04
C34 -3.6292 2.6875 -4.1116  -0.40
C35 -4.8882 2.7256 -4.8109  -0.57
C36 -6.0703 2.7319 -4.0437  0.30
F3 -7.2626 2.7314 -4.6965  -0.33
C37 -6.0703 2.6941 -2.6571  -0.48
C38 -4.8235 2.6338 -2.0023  -0.54
H15 -5.1839 7.2382 -0.0244  0.32
H16 -4.7064 5.0137 -0.8981  0.47
H17 -0.6625 5.1351 0.4490  0.50
H18 -1.2914 7.2106 1.8097  0.38
H19 0.0996 2.1650 -4.1886  0.34
H20 1.9449 3.1245 -5.4225  0.34
H21 0.7588 7.0512 -3.9798  0.40
H22 -0.5869 6.0898 -2.4532  0.20
H23 -2.7298 2.6825 -4.6950  0.41
H24 -4.9299 2.8581 -5.8764  0.44
H25 -6.9968 2.5575 -2.1189  0.44
H26 -4.7772 2.4984 -0.8962  0.53

Forces on atoms 1 to 3 (eV/Å):
-2.138 2.259 0.707
-0.628 -0.660 0.576
0.682 -0.331 -1.422


# 2
ORCA calculation (ωB97M-V with the def2-TZVPD basis set) on a molecular structure, C38H27BrClO3PRuS3 in a non-equilibrium geometry.

Properties
Charge: +2
Energy above the lowest of the compared OMol25 structures with the same formula, charge and spin: 0.840 eV
2S+1: 5

Last column: Mulliken charge in e.
Atoms and positions in Å:
Ru1 0.1544 -0.6993 -0.5290  -0.08
Cl1 0.2124 -0.1856 2.1007  -0.11
C1 -0.2622 1.5113 2.2438  0.54
C2 -0.1072 2.1021 3.4796  -0.66
C3 -0.4941 3.4272 3.6299  -0.70
C4 -1.0199 4.1291 2.5554  -0.91
C5 -1.1696 3.5063 1.3244  -0.21
C6 -0.7893 2.1778 1.1495  -0.35
P1 -0.9933 1.3955 -0.4606  3.46
C7 -2.3200 2.2670 -1.3477  0.33
C8 -3.5577 2.5138 -0.7277  -0.58
C9 -4.5193 3.2755 -1.3681  -0.82
C10 -4.2793 3.7923 -2.6340  -0.56
C11 -3.0576 3.5709 -3.2445  -0.91
C12 -2.0762 2.8291 -2.6020  -0.43
C13 0.5146 1.9183 -1.3621  -0.04
C14 1.4878 2.7631 -0.8162  -0.90
C15 2.6182 3.0882 -1.5444  -0.80
C16 2.7959 2.5808 -2.8297  -0.67
C17 1.8429 1.7415 -3.3851  -1.17
C18 0.7108 1.4086 -2.6534  0.34
H1 0.2934 1.5363 4.3096  0.53
H2 -0.3866 3.9056 4.5940  0.45
H3 -1.3247 5.1601 2.6735  0.47
H4 -1.5888 4.0579 0.4911  0.60
H5 -3.7675 2.1352 0.2564  0.41
H6 -5.4637 3.4622 -0.8741  0.45
H7 -5.0388 4.3788 -3.1347  0.42
H8 -2.8542 3.9860 -4.2225  0.46
H9 -1.1219 2.7097 -3.0907  0.52
H10 1.3547 3.1752 0.1757  0.47
H11 3.3562 3.7592 -1.1240  0.49
H12 3.6706 2.8617 -3.4033  0.49
H13 1.9697 1.3616 -4.3911  0.48
H14 -0.0444 0.7771 -3.1099  0.58
O1 2.1126 -0.3864 -0.7460  -0.16
C19 2.6512 -1.5918 -0.2771  3.39
C20 3.8629 -1.9524 -1.0757  -0.31
C21 4.5767 -3.1809 -1.1172  -0.55
C22 5.6842 -3.1101 -1.9251  -0.65
C23 5.8293 -1.8343 -2.4950  -0.44
S1 4.6087 -0.7423 -2.0447  0.06
C24 1.5290 -2.6244 -0.3506  -0.96
C25 1.0050 -3.5310 0.5419  -0.41
C26 0.0775 -4.4224 -0.0454  -0.78
C27 -0.0852 -4.2051 -1.3805  -0.64
S2 0.8817 -2.9307 -1.9516  0.07
C28 3.3553 -1.4118 1.0437  -0.48
C29 3.8414 -0.1874 1.4700  -0.53
C30 4.5441 -0.2808 2.6821  -0.60
C31 4.6061 -1.5705 3.1515  -0.58
S3 3.8193 -2.6722 2.1285  0.04
H15 4.2633 -4.0635 -0.5768  0.51
H16 6.3625 -3.9272 -2.1218  0.48
H17 6.6027 -1.5282 -3.1870  0.53
H18 1.2644 -3.5513 1.5927  0.50
H19 -0.4624 -5.1792 0.5051  0.52
H20 -0.7519 -4.7126 -2.0613  0.52
H21 3.6611 0.7256 0.9187  0.58
H22 4.9837 0.5589 3.2007  0.49
H23 5.0713 -1.9226 4.0606  0.52
Br1 -4.0511 0.2373 3.0998  -0.15
C32 -4.3319 -1.3950 2.1822  0.15
C33 -5.3142 -2.2252 2.6996  -0.61
C34 -5.5647 -3.4606 2.1200  -0.54
C35 -4.8158 -3.8888 1.0318  -0.86
C36 -3.8213 -3.0682 0.5360  -0.43
C37 -3.5762 -1.8094 1.0912  0.28
C38 -2.5338 -0.9706 0.4694  0.54
O2 -2.6018 0.2559 0.4902  -0.20
O3 -1.5604 -1.6021 -0.1352  -0.57
H24 -5.8846 -1.8982 3.5575  0.45
H25 -6.3469 -4.0892 2.5258  0.41
H26 -5.0090 -4.8502 0.5757  0.42
H27 -3.2282 -3.3811 -0.3125  0.41

Forces on atoms 1 to 3 (eV/Å):
-0.746 0.917 0.192
0.015 0.186 0.195
0.033 -0.234 -0.025


# 3
ORCA calculation (ωB97M-V with the def2-TZVPD basis set) on a molecular structure, C38H27F13GaO10 in a non-equilibrium geometry.

Properties
Charge: -1
Calculated total energy: -148016.2522 eV
2S+1: 1

Last column: Mulliken charge in e.
Atoms and positions in Å:
F1 -1.3436 3.6822 3.0280  -0.20
C1 -2.1010 3.1357 2.0698  0.50
F2 -3.3525 2.9585 2.5013  -0.23
F3 -2.1447 4.0041 1.0387  -0.25
C2 -1.4687 1.8216 1.5220  0.70
F4 -0.2596 2.1570 1.0292  -0.29
F5 -2.2388 1.4127 0.5057  -0.28
C3 -1.3005 0.7242 2.5992  0.49
F6 -0.3013 1.1816 3.4036  -0.31
F7 -2.4063 0.6266 3.3718  -0.30
C4 -0.8571 -0.6765 2.0842  0.70
F8 0.0967 -0.5279 1.1406  -0.19
F9 -0.2730 -1.2810 3.1487  -0.33
C5 -2.0203 -1.6047 1.5952  0.55
F10 -3.1429 -0.8982 1.3641  -0.32
F11 -2.2964 -2.4612 2.6103  -0.39
C6 -1.6857 -2.4441 0.3301  0.81
F12 -2.7258 -3.3449 0.2828  -0.33
F13 -0.5723 -3.1697 0.5532  -0.34
C7 -1.6600 -1.6532 -0.9668  -0.73
C8 -0.2968 -1.6183 -1.6810  -1.01
Ga1 0.0079 -3.1399 -3.0356  0.94
H1 -2.3814 -2.1088 -1.6361  0.54
H2 -2.0273 -0.6445 -0.7830  0.02
H3 -0.2797 -0.7059 -2.2740  0.28
H4 0.5458 -1.5714 -0.9963  0.70
H5 1.2740 -4.0649 -2.5981  -0.53
H6 0.3564 -2.5854 -4.5112  -0.47
H7 -1.3322 -4.0356 -3.2426  -0.43
C9 -6.9799 -5.7699 1.7219  -0.48
C10 -7.2485 -6.1082 2.9798  -0.42
C11 -6.3635 -5.6901 4.0951  0.33
O1 -6.6126 -6.0023 5.2420  -0.57
C12 -5.1703 -4.8808 3.7544  -0.31
C13 -4.8974 -4.5401 2.4965  -0.16
C14 -5.7830 -4.9572 1.3792  0.35
O2 -5.5444 -4.6490 0.2349  -0.49
H8 -7.6114 -6.0647 0.8932  0.41
H9 -8.1149 -6.6985 3.2509  0.39
H10 -4.5389 -4.5867 4.5832  0.44
H11 -4.0305 -3.9522 2.2278  0.48
C15 4.6432 0.9821 -5.6552  -0.46
C16 3.6492 0.1219 -5.4452  -0.45
C17 2.8408 0.1668 -4.1979  0.00
O3 1.9404 -0.6142 -4.0062  -0.36
C18 3.1892 1.2093 -3.2006  -0.39
C19 4.1857 2.0644 -3.4113  -0.28
C20 4.9886 2.0212 -4.6560  0.61
O4 5.8935 2.8085 -4.8535  -0.63
H12 5.2436 0.9674 -6.5564  0.40
H13 3.3796 -0.6453 -6.1598  0.46
H14 2.5885 1.2234 -2.2994  0.56
H15 4.4547 2.8293 -2.6966  0.41
C21 -3.9900 -1.4859 -7.2445  -0.36
C22 -3.4678 -1.9703 -6.1197  -0.33
C23 -2.9321 -1.0685 -5.0691  0.08
O5 -2.4577 -1.5119 -4.0539  -0.28
C24 -2.9985 0.3938 -5.3255  -0.33
C25 -3.5215 0.8749 -6.4507  -0.40
C26 -4.0592 -0.0279 -7.4970  0.39
O6 -4.5385 0.4147 -8.5232  -0.60
H16 -4.3854 -2.1252 -8.0237  0.38
H17 -3.4030 -3.0309 -5.9122  0.47
H18 -2.5991 1.0333 -4.5484  0.45
H19 -3.5802 1.9362 -6.6576  0.39
C27 -0.3615 4.5624 5.9358  -0.31
C28 -0.1843 3.4084 6.5744  -0.27
C29 0.7846 3.2883 7.6919  0.32
O7 0.9488 2.2396 8.2761  -0.54
C30 1.5477 4.5046 8.0701  -0.37
C31 1.3708 5.6577 7.4314  -0.37
C32 0.4010 5.7776 6.3139  0.34
O8 0.2392 6.8299 5.7346  -0.55
H20 -1.0616 4.6710 5.1205  0.48
H21 -0.7302 2.5104 6.3135  0.46
H22 2.2486 4.3948 8.8879  0.40
H23 1.9172 6.5556 7.6906  0.40
C33 8.6937 1.4029 -1.3346  -0.34
C34 9.4891 1.6238 -0.2916  -0.37
C35 8.9332 1.8860 1.0589  0.36
O9 9.6587 2.0898 2.0090  -0.56
C36 7.4563 1.8908 1.2026  -0.36
C37 6.6600 1.6702 0.1600  -0.30
C38 7.2166 1.4080 -1.1909  0.31
O10 6.4931 1.2065 -2.1403  -0.41
H24 9.0764 1.2113 -2.3289  0.42
H25 10.5685 1.6243 -0.3738  0.39
H26 7.0723 2.0823 2.1963  0.40
H27 5.5804 1.6684 0.2431  0.47

Forces on atoms 1 to 3 (eV/Å):
-0.382 -0.247 -0.064
-0.111 0.460 -0.776
0.509 0.050 0.091


Q: Which value of 2S+1 does entry 1 give?
A: 1